# 1
Formula: C36H70FN4O6
Source: the Open Molecules 2025 dataset
Level of theory: the ωB97M-V functional and the def2-TZVPD basis

```
117
C36H70FN4O6 | the Open Molecules 2025 dataset | the ωB97M-V functional and the def2-TZVPD basis
C 2.749 -2.393 3.388
C 3.110 -3.178 2.112
C 2.092 -2.989 1.014
F 2.066 -4.069 0.158
N 2.324 -1.839 0.074
C 3.160 -0.718 0.620
C 3.160 0.428 -0.372
O 4.176 1.274 0.063
C 4.598 2.246 -0.885
C 5.878 1.817 -1.600
N 6.719 0.985 -0.752
C 8.121 0.946 -1.174
C 9.099 1.940 -0.512
C 8.496 3.279 -0.068
O 10.205 2.155 -1.402
N 1.853 1.036 -0.344
C 0.757 0.096 -0.093
C 1.020 -1.331 -0.557
C 1.068 -1.547 -2.066
C -0.258 -1.157 -2.736
C -0.139 0.126 -3.566
C -1.459 0.840 -3.841
C -2.526 0.015 -4.573
C -3.485 -0.799 -3.690
C -4.422 0.078 -2.871
C -5.263 -0.690 -1.847
C -5.759 0.212 -0.708
C -4.652 0.517 0.298
C -5.114 1.371 1.498
C -4.150 2.492 1.831
N -2.838 2.014 2.278
C -2.468 0.737 2.596
C -1.139 0.747 2.977
C -0.683 2.084 2.865
C -1.760 2.833 2.434
H 2.189 -3.035 4.065
H 2.101 -1.543 3.175
H 3.632 -2.041 3.910
H 3.069 -4.244 2.334
H 4.122 -2.979 1.772
H 1.093 -2.895 1.435
H 2.849 -2.242 -0.706
H 4.184 -1.059 0.735
H 2.770 -0.382 1.574
H 3.437 0.040 -1.368
H 3.825 2.434 -1.635
H 4.743 3.185 -0.355
H 6.390 2.741 -1.905
H 5.650 1.278 -2.521
H 6.635 1.290 0.208
H 8.498 -0.059 -0.980
H 8.167 1.072 -2.255
H 9.577 1.459 0.337
H 8.832 3.531 0.937
H 8.832 4.083 -0.718
H 7.408 3.290 -0.041
H 9.855 2.568 -2.195
H 1.670 1.610 -1.154
H -0.146 0.472 -0.561
H 0.549 0.079 0.977
H 0.215 -1.957 -0.171
H 1.300 -2.597 -2.262
H 1.881 -0.955 -2.490
H -0.631 -1.970 -3.354
H -1.007 -0.986 -1.961
H 0.350 -0.108 -4.515
H 0.541 0.802 -3.037
H -1.852 1.227 -2.898
H -1.225 1.709 -4.458
H -3.142 0.723 -5.130
H -2.052 -0.629 -5.315
H -4.077 -1.454 -4.333
H -2.931 -1.459 -3.020
H -5.108 0.602 -3.540
H -3.846 0.847 -2.352
H -6.108 -1.148 -2.362
H -4.694 -1.520 -1.418
H -6.585 -0.263 -0.177
H -6.139 1.142 -1.140
H -4.282 -0.444 0.663
H -3.802 1.007 -0.178
H -6.064 1.842 1.239
H -5.302 0.757 2.378
H -3.982 3.089 0.933
H -4.546 3.152 2.602
H -3.155 -0.087 2.560
H -0.575 -0.107 3.313
H 0.303 2.454 3.080
H -1.805 3.891 2.245
O -6.666 -2.523 -4.933
C -7.213 -3.483 -4.464
O -7.293 -3.574 -3.122
C -8.038 -4.589 -2.442
C -7.240 -5.864 -2.266
C -7.746 -4.604 -5.323
H -8.990 -4.765 -2.944
H -8.267 -4.153 -1.471
H -6.984 -6.314 -3.225
H -7.813 -6.590 -1.690
H -6.311 -5.654 -1.737
H -6.925 -5.284 -5.548
H -8.102 -4.174 -6.255
H -8.558 -5.170 -4.873
O 2.127 4.614 8.606
C 2.151 4.035 7.560
O 1.197 3.109 7.314
C 1.045 2.467 6.049
C 1.947 1.257 5.911
C 3.240 4.275 6.538
H 1.187 3.180 5.235
H 0.002 2.157 6.014
H 3.001 1.531 5.953
H 1.760 0.756 4.959
H 1.754 0.554 6.722
H 4.099 3.660 6.803
H 3.533 5.320 6.601
H 2.954 4.059 5.512
```

Calculated values
Charge   +1
LUMO   -2.105 eV
Gap between HOMO and LUMO   8.38 eV
F_max   0.0133 hartree/bohr

# 2
Formula: C45H48IrN4O2PSi
Source: the Open Molecules 2025 dataset
Level of theory: the ωB97M-V functional and the def2-TZVPD basis

```
102
C45H48IrN4O2PSi | the Open Molecules 2025 dataset | the ωB97M-V functional and the def2-TZVPD basis
Ir -0.425 0.174 -0.321
C 3.177 -0.846 2.873
C 4.339 -1.482 2.160
C 5.623 -1.392 2.693
C 6.711 -1.989 2.078
C 6.538 -2.701 0.900
C 5.276 -2.786 0.337
C 4.186 -2.180 0.955
N 2.904 -2.303 0.352
C 2.177 -1.256 -0.165
N 2.870 -0.092 -0.198
C 2.622 1.235 -0.603
C 0.718 2.886 -0.696
C 1.374 3.999 -1.242
C 2.682 4.206 -1.640
C 3.720 3.299 -1.526
C 3.694 1.962 -1.044
C 5.033 1.242 -1.097
N 0.947 -1.408 -0.571
C 0.452 -2.755 -0.568
C -0.379 -3.167 0.472
C -0.825 -4.474 0.535
C -0.450 -5.380 -0.452
C 0.343 -4.957 -1.503
C 0.800 -3.640 -1.592
C 1.630 -3.222 -2.778
H 3.333 -0.881 3.950
H 2.240 -1.354 2.642
H 3.062 0.203 2.590
H 5.760 -0.853 3.622
H 7.694 -1.906 2.524
H 7.380 -3.176 0.415
H 5.121 -3.315 -0.596
H 2.549 -3.226 0.162
H 3.845 -0.229 0.017
H 0.700 4.842 -1.361
H 2.912 5.175 -2.065
H 4.693 3.641 -1.855
H 5.802 1.935 -1.428
H 5.030 0.399 -1.795
H 5.365 0.869 -0.120
H -0.679 -2.439 1.214
H -1.472 -4.782 1.347
H -0.792 -6.406 -0.411
H 0.610 -5.654 -2.290
H 1.073 -3.391 -3.701
H 2.550 -3.808 -2.843
H 1.895 -2.167 -2.742
O 2.538 3.589 2.431
C 1.435 3.182 2.461
O 1.317 1.591 -0.381
C 0.175 3.899 2.024
P -0.527 3.173 0.474
C -1.652 4.428 -0.148
C -1.992 4.415 -1.500
C -2.925 5.318 -1.985
C -3.527 6.225 -1.125
C -3.199 6.232 0.224
C -2.265 5.333 0.714
C -1.431 1.696 0.914
C -2.785 1.607 0.536
C -3.602 0.422 0.914
C -2.528 -0.446 3.022
C -1.258 -0.235 2.671
C -0.695 0.725 1.712
H 0.420 4.945 1.814
H -0.551 3.817 2.836
H -1.524 3.695 -2.160
H -3.184 5.308 -3.035
H -4.258 6.927 -1.505
H -3.673 6.935 0.896
H -2.025 5.343 1.769
H -3.242 2.400 -0.036
H -4.616 0.586 0.532
H -2.735 -1.229 3.744
H -0.503 -0.846 3.161
H 0.290 1.063 2.037
C -1.042 -0.854 -3.330
Si -2.386 -1.541 -2.200
C -4.038 -0.888 -2.799
C -2.448 -3.416 -2.368
N -2.109 -0.889 -0.602
C -3.145 -0.896 0.293
C -3.722 0.298 2.475
C -5.030 -0.315 2.883
C -5.546 -1.444 2.350
C -4.976 -2.281 1.344
C -3.864 -2.061 0.530
H -0.836 -1.530 -4.164
H -0.089 -0.674 -2.824
H -1.370 0.101 -3.748
H -4.243 -1.230 -3.817
H -4.047 0.205 -2.797
H -4.852 -1.236 -2.158
H -2.062 -3.735 -3.340
H -3.482 -3.761 -2.293
H -1.869 -3.925 -1.597
H -3.696 1.316 2.872
H -5.593 0.192 3.658
H -6.487 -1.795 2.764
H -5.442 -3.254 1.238
H -3.515 -2.933 -0.014
```

Calculated values
Energy relative to the best compared isomer or geometry (same formula, charge and spin)   79.9 kcal per mole
Charge   0
Multiplicity   5
Expectation value of S²   6.1207
LUMO (spin up / spin down)   0.405 / -0.173 eV
Gap between HOMO and LUMO (spin up / spin down)   5.77 / 6.52 eV
F_max   0.0146 hartree/bohr

# 3
Formula: C9H11O3
Source: the Open Molecules 2025 dataset
Level of theory: the ωB97M-V functional and the def2-TZVPD basis

```
23
C9H11O3 | the Open Molecules 2025 dataset | the ωB97M-V functional and the def2-TZVPD basis
C 0.856 -2.319 0.644
C -2.180 -0.142 0.033
C -2.408 0.327 1.332
C -1.172 -1.084 -0.174
C -0.467 -1.595 0.903
C -1.634 -0.114 2.372
C -0.676 -1.127 2.168
O -3.463 1.190 1.592
H -2.706 0.166 -0.858
H -1.134 -1.420 -1.201
H -1.825 0.137 3.412
H -3.343 1.448 2.495
H 1.486 -2.462 1.517
H 1.386 -1.701 -0.085
H -0.089 -1.434 3.017
H 0.782 -3.297 0.148
C 2.827 1.572 -2.189
C 1.660 2.422 -2.832
O 1.949 3.649 -2.768
O 0.691 1.795 -3.271
H 3.251 2.101 -1.341
H 3.587 1.371 -2.961
H 2.624 0.517 -1.951
```

Calculated values
Energy relative to the best compared isomer or geometry (same formula, charge and spin)   36.4 kcal per mole
Charge   -1
LUMO   2.828 eV
Gap between HOMO and LUMO   6.55 eV
F_max   0.0517 hartree/bohr

# 4
Formula: C24H24AsN3O9PtS
Source: the Open Molecules 2025 dataset
Level of theory: the ωB97M-V functional and the def2-TZVPD basis

```
63
C24H24AsN3O9PtS | the Open Molecules 2025 dataset | the ωB97M-V functional and the def2-TZVPD basis
Pt -0.236 -0.751 -0.775
O -1.171 -3.098 2.467
C -1.209 -2.129 1.734
O -0.851 -2.208 0.479
C -1.752 -0.820 2.265
C -2.120 -0.825 3.595
C -2.687 0.291 4.188
C -2.943 1.431 3.456
C -2.605 1.441 2.123
C -1.953 0.354 1.476
O -1.565 0.512 0.265
N -2.934 2.656 1.376
O -2.984 3.700 1.998
O -3.180 2.563 0.188
N -3.060 0.257 5.599
O -3.598 1.242 6.069
O -2.835 -0.762 6.220
H -1.961 -1.728 4.168
H -3.407 2.294 3.908
C 3.733 -0.405 -2.361
O 3.601 -0.562 -0.959
C 2.740 -1.509 -0.511
C 1.969 -2.331 -1.324
C 1.102 -3.258 -0.757
C 1.003 -3.387 0.618
C 1.784 -2.578 1.427
C 2.631 -1.637 0.871
N 3.423 -0.832 1.741
C 3.714 0.456 1.698
C 3.117 1.482 0.977
C 3.693 2.788 1.052
C 3.094 3.848 0.455
C 1.859 3.644 -0.227
C 1.265 2.420 -0.309
C 1.870 1.287 0.310
O 1.367 0.123 0.364
H 4.431 0.414 -2.506
H 2.774 -0.147 -2.819
H 4.128 -1.313 -2.821
H 2.026 -2.237 -2.398
H 0.499 -3.880 -1.404
H 0.311 -4.086 1.062
H 1.695 -2.635 2.505
H 3.843 -1.340 2.507
H 4.507 0.735 2.385
H 4.621 2.914 1.597
H 3.528 4.836 0.514
H 1.364 4.494 -0.679
H 0.314 2.279 -0.807
C -3.256 0.217 -2.173
As -1.852 -0.177 -3.417
C -2.248 0.846 -4.998
C -2.051 -2.023 -3.895
S 0.176 0.252 -2.892
H -4.162 0.367 -2.760
H -3.013 1.099 -1.582
H -3.367 -0.629 -1.498
H -3.181 0.514 -5.450
H -1.422 0.728 -5.697
H -2.327 1.892 -4.707
H -3.063 -2.196 -4.262
H -1.868 -2.629 -3.008
H -1.319 -2.264 -4.663
```

Calculated values
Charge   0
Multiplicity   3
Expectation value of S²   2.0075
LUMO (spin up / spin down)   -0.788 / -1.146 eV
Gap between HOMO and LUMO (spin up / spin down)   6.79 / 6.67 eV
F_max   0.0417 hartree/bohr

# 5
Formula: C3H11N2O
Source: the Open Molecules 2025 dataset
Level of theory: the ωB97M-V functional and the def2-TZVPD basis

```
17
C3H11N2O | the Open Molecules 2025 dataset | the ωB97M-V functional and the def2-TZVPD basis
C -0.876 0.289 -0.926
C -1.163 0.705 0.476
N 0.081 1.014 1.157
N -2.212 0.044 -1.524
H -0.275 1.059 -1.447
H -0.230 -0.583 -0.836
H -1.799 1.604 0.473
H -1.689 -0.128 0.986
H 0.719 0.171 1.118
H -0.040 1.244 2.131
H -2.659 0.997 -1.688
H -2.304 -0.532 -2.362
C 2.626 -0.902 0.358
O 1.309 -1.135 0.461
H 3.103 -1.366 1.257
H 3.085 -1.482 -0.481
H 3.017 0.141 0.279
```

Calculated values
Energy relative to the best compared isomer or geometry (same formula, charge and spin)   23.4 kcal per mole
Charge   -1
LUMO   4.261 eV
Gap between HOMO and LUMO   6.92 eV
F_max   0.0393 hartree/bohr

# 6
Formula: Cl7K7O28
Source: the Open Molecules 2025 dataset
Level of theory: the ωB97M-V functional and the def2-TZVPD basis

```
42
Cl7K7O28 | the Open Molecules 2025 dataset | the ωB97M-V functional and the def2-TZVPD basis
K -3.376 -3.892 -1.050
K 3.096 3.291 -1.598
K 3.313 -0.008 2.754
K 1.180 -6.110 1.340
K -3.102 -0.637 3.397
K -3.192 1.709 -1.452
K 2.334 -0.980 -4.687
Cl -0.555 -1.193 -0.426
O -1.903 -0.848 -0.589
O 0.004 -0.480 0.663
O -0.438 -2.578 -0.323
O 0.013 -0.637 -1.613
Cl 4.823 -3.951 1.610
O 4.263 -3.029 2.543
O 5.949 -3.323 0.853
O 5.460 -5.182 2.290
O 3.506 -4.126 0.808
Cl 1.381 -2.542 5.938
O 0.009 -2.987 5.964
O 2.509 -3.492 5.755
O 1.497 -1.335 5.125
O 1.541 -1.936 7.234
Cl -0.647 5.110 -1.154
O -1.138 3.754 -1.365
O -0.259 5.637 -2.573
O -1.707 6.004 -0.662
O 0.686 5.013 -0.485
Cl 0.050 2.017 -5.847
O -0.509 2.851 -6.874
O -0.734 1.451 -4.792
O 0.853 0.903 -6.314
O 0.836 2.976 -5.036
Cl -5.429 -1.396 -2.974
O -5.455 -0.572 -4.116
O -6.656 -2.174 -2.775
O -4.268 -2.272 -3.276
O -5.339 -0.578 -1.784
Cl 0.241 3.086 3.072
O -0.129 1.910 3.721
O -0.816 3.805 2.505
O 0.800 4.065 4.028
O 1.308 2.678 2.164
```

Calculated values
Charge   0
LUMO   -2.994 eV
Gap between HOMO and LUMO   5.27 eV
F_max   0.1280 hartree/bohr

- Among the records above, which one has the highest F_max?
  Cl7K7O28

- The lowest F_max belongs to which entry?
  C36H70FN4O6

- Which of these has the lowest F_max?
  C36H70FN4O6

- The highest charge belongs to which entry?
  C36H70FN4O6